The following is a DFT calculation (ωB97M-V with the def2-TZVPD basis set) of CH8N3 as an isolated structure.

**HOMO (spin up / spin down)**: -14.2 / -14.2 eV
**Calculated total energy**: -206.83086 a.u.
**Charge**: +1

```
12
Properties=species:S:1:pos:R:3:nbo_charge:R:1
C 2.234 -0.067 0.269 -0.08
N -1.940 0.157 0.161 -1.04
N 0.978 0.013 0.103 -0.20
N 0.154 -0.063 -0.969 -0.62
H 2.617 -0.094 1.355 0.24
H 2.917 -0.548 -0.460 0.24
H -2.123 1.124 0.321 0.40
H -2.192 -0.192 1.109 0.41
H 0.382 0.145 0.965 0.43
H -0.861 0.087 -0.616 0.40
H -2.622 -0.324 -0.346 0.41
H 0.455 -0.236 -1.893 0.40
```


The following is a DFT calculation (ωB97M-V with the def2-TZVPD basis set) of a 2-piece molecular cluster, CH8N3O overall.

**HOMO**: -15.4 eV
**Calculated total energy**: -282.22201 a.u.
**Charge**: +1

```
13
Properties=species:S:1:pos:R:3:nbo_charge:R:1
N -0.249 0.351 -0.926 -0.77
C 0.417 -0.641 -0.370 0.67
N 0.459 -1.847 -0.936 -0.76
N 1.057 -0.418 0.776 -0.76
H -0.508 1.146 -0.340 0.45
H -0.720 0.280 -1.809 0.42
H 0.938 -2.625 -0.497 0.43
H -0.220 -2.016 -1.657 0.42
H 1.221 0.524 1.086 0.43
H 1.591 -1.161 1.194 0.42
H -1.274 3.040 1.107 0.50
H -1.446 1.773 1.989 0.50
O -1.368 2.081 1.080 -0.97
```


The following is a DFT calculation (ωB97M-V with the def2-TZVPD basis set) of a 2-piece molecular cluster, CH8N3O overall.

**HOMO**: -15.5 eV
**Calculated total energy**: -282.17644 a.u.
**Charge**: +1

```
13
Properties=species:S:1:pos:R:3:nbo_charge:R:1
N 0.872 -0.265 0.068 -0.74
C -0.154 -0.155 0.891 0.70
N 0.134 0.350 2.178 -0.81
N -1.412 -0.110 0.446 -0.74
H 1.775 -0.528 0.427 0.44
H 0.603 0.054 -0.865 0.45
H -0.668 0.812 2.593 0.40
H 0.439 -0.365 2.833 0.42
H -2.013 0.574 0.876 0.42
H -1.688 -0.360 -0.489 0.43
H 0.030 0.901 -2.961 0.49
H 1.384 0.104 -3.194 0.50
O 0.483 0.044 -2.902 -0.96
```


The following is a DFT calculation (ωB97M-V with the def2-TZVPD basis set) of a single CH8N3OP molecule.

**HOMO**: -8.8 eV
**SMILES**: CNP(N)(N)=O
**Calculated total energy**: -623.81222 a.u.

```
14
Properties=species:S:1:pos:R:3:nbo_charge:R:1
C 1.929 0.684 0.064 -0.41
N -1.854 -0.339 1.226 -1.22
N -1.198 -0.667 -1.309 -1.24
N 0.701 0.021 0.556 -0.99
O -1.347 1.792 -0.360 -1.07
P -1.039 0.355 -0.024 2.31
H 2.509 1.525 0.683 0.18
H 2.713 -0.073 -0.240 0.18
H 1.746 1.172 -0.865 0.21
H -2.662 -1.039 1.049 0.42
H -1.992 0.122 2.060 0.40
H -0.867 -1.653 -1.207 0.42
H -1.711 -0.278 -2.113 0.43
H 0.882 -0.734 1.230 0.39
```


The following is a DFT calculation (ωB97M-V with the def2-TZVPD basis set) of a 2-piece molecular cluster, CH8N4 overall.

**HOMO (spin up / spin down)**: -19.8 / -19.8 eV
**Calculated total energy**: -260.98473 a.u.
**Charge**: +2

```
13
Properties=species:S:1:pos:R:3:nbo_charge:R:1
C -1.047 -0.952 -0.549 0.05
N -1.269 -0.493 0.792 -0.18
N 1.823 -0.285 0.082 -1.04
N -0.701 0.325 0.001 0.30
N -0.553 1.582 -0.104 -0.39
H -0.200 -1.737 -0.956 0.32
H -1.972 -0.986 -1.048 0.26
H -1.529 -0.324 1.776 0.52
H 2.022 -0.300 1.041 0.39
H 2.533 0.250 -0.448 0.43
H -0.779 1.929 -1.032 0.47
H 1.847 -1.251 -0.107 0.38
H -0.174 2.242 0.551 0.49
```


The following is a DFT calculation (ωB97M-V with the def2-TZVPD basis set) of a single CH8N4O2 molecule.

**HOMO**: -8.9 eV
**SMILES**: NC(N)(NO)NO
**Calculated total energy**: -412.29952 a.u.

```
15
Properties=species:S:1:pos:R:3:nbo_charge:R:1
C 0.016 -0.145 0.111 0.47
N -1.282 -0.215 -0.535 -0.37
N 0.206 1.248 0.582 -0.37
N -0.049 -1.022 1.252 -0.84
N 1.087 -0.569 -0.740 -0.84
O -1.551 -1.537 -1.008 -0.58
O 0.422 2.124 -0.532 -0.61
H -1.263 -2.109 -0.282 0.48
H 1.242 2.594 -0.330 0.47
H -1.277 0.356 -1.379 0.36
H -0.665 1.559 1.014 0.35
H -0.826 -0.758 1.846 0.37
H 1.969 -0.590 -0.244 0.36
H 0.808 -0.982 1.787 0.37
H 1.164 0.045 -1.542 0.38
```


The following is a DFT calculation (ωB97M-V with the def2-TZVPD basis set) of a 2-piece molecular cluster, CH8N4P overall.

**HOMO (spin up / spin down)**: -12.4 / -13.5 eV
**2S+1**: 3
**Calculated total energy**: -602.88956 a.u.
**Charge**: +1

```
14
Properties=species:S:1:pos:R:3:nbo_charge:R:1
C 1.197 -0.640 0.228 0.58
N 2.451 -0.273 0.644 -0.81
N 0.119 -0.565 0.912 -0.70
N -2.512 1.141 -0.021 -0.90
N 0.888 -0.864 -1.089 -0.96
P -0.471 -0.741 -1.871 0.91
H 2.656 -0.161 1.622 0.42
H 3.294 -0.353 0.073 0.41
H 0.284 -0.371 1.830 0.35
H -2.119 1.834 0.561 0.39
H -3.288 0.692 0.345 0.38
H -2.949 1.651 -0.785 0.38
H 1.773 -1.084 -1.579 0.44
H -1.325 -0.269 -0.870 0.10
```


The following is a DFT calculation (ωB97M-V with the def2-TZVPD basis set) of an isolated ion of composition CH8N4S and charge +2.

**HOMO (spin up / spin down)**: -17.8 / -19.1 eV
**2S+1**: 3
**Calculated total energy**: -659.24961 a.u.
**Charge**: +2

```
14
Properties=species:S:1:pos:R:3:nbo_charge:R:1
C -1.119 -0.300 0.021 -0.10
N -0.727 0.264 -1.273 -0.19
N 0.058 -0.274 0.838 -0.40
N -0.021 -0.395 -2.074 -0.37
N 0.430 0.593 1.756 -0.42
S 1.957 1.192 2.075 0.54
H -1.979 0.168 0.415 0.28
H -1.380 -1.404 -0.157 0.28
H -0.524 1.242 -1.440 0.43
H 0.733 -1.056 0.878 0.43
H 0.605 -0.047 -2.798 0.46
H -0.220 -1.350 -2.123 0.41
H -0.505 1.212 2.293 0.50
H 2.691 0.156 1.590 0.15
```


What is the formula in the third record?
CH8N3O


Repeat the seventh record exactly.
The following is a DFT calculation (ωB97M-V with the def2-TZVPD basis set) of a 2-piece molecular cluster, CH8N4P overall.

**HOMO (spin up / spin down)**: -12.4 / -13.5 eV
**2S+1**: 3
**Calculated total energy**: -602.88956 a.u.
**Charge**: +1

```
14
Properties=species:S:1:pos:R:3:nbo_charge:R:1
C 1.197 -0.640 0.228 0.58
N 2.451 -0.273 0.644 -0.81
N 0.119 -0.565 0.912 -0.70
N -2.512 1.141 -0.021 -0.90
N 0.888 -0.864 -1.089 -0.96
P -0.471 -0.741 -1.871 0.91
H 2.656 -0.161 1.622 0.42
H 3.294 -0.353 0.073 0.41
H 0.284 -0.371 1.830 0.35
H -2.119 1.834 0.561 0.39
H -3.288 0.692 0.345 0.38
H -2.949 1.651 -0.785 0.38
H 1.773 -1.084 -1.579 0.44
H -1.325 -0.269 -0.870 0.10
```